The following is a DFT calculation (ωB97M-V/def2-TZVPD) of a structure of composition H4NO2PS in a non-equilibrium geometry.

The geometry in XYZ format:
```
9
Properties=species:S:1:pos:R:3
N -0.058 1.945 0.017
O 0.817 -0.886 -1.509
O -1.650 -0.147 0.176
P -0.145 0.399 0.111
S 0.538 -0.477 1.927
H 0.942 2.242 0.085
H 0.732 -0.239 -2.299
H -1.477 -1.048 -0.173
H 0.301 -1.789 1.665
```

As for the largest force on an atom: 4.18 eV Å⁻¹. The value obtained for the frontier orbital gap (spin up / spin down) is 9.40 / 9.40 eV.

---

The following is a DFT calculation (ωB97M-V/def2-TZVPD) of a structure of composition C21H16HgN2O2S2 in a non-equilibrium geometry.

The geometry in XYZ format:
```
44
Properties=species:S:1:pos:R:3
Hg -0.699 -2.668 -2.299
O 2.144 -2.020 -2.574
S 2.003 -0.590 -2.386
O 2.739 0.256 -3.304
N 0.450 -0.280 -2.318
C -0.118 0.945 -2.284
C 0.551 2.168 -2.197
C -0.140 3.382 -2.154
C -1.510 3.430 -2.181
C -2.240 2.227 -2.257
C -3.652 2.192 -2.265
C -4.303 0.992 -2.320
C -3.538 -0.186 -2.395
N -2.230 -0.191 -2.411
C -1.562 0.978 -2.321
C 2.677 -0.273 -0.752
C 2.339 -1.107 0.302
C 2.896 -0.888 1.552
C 3.795 0.155 1.740
C 4.145 0.974 0.676
C 3.581 0.762 -0.575
H 1.630 2.160 -2.184
H 0.427 4.304 -2.093
H -2.043 4.374 -2.142
H -4.201 3.126 -2.219
H -5.384 0.932 -2.314
H -4.018 -1.159 -2.440
H 1.646 -1.919 0.133
H 2.629 -1.529 2.382
H 4.231 0.323 2.717
H 4.859 1.776 0.820
H 3.844 1.373 -1.429
S -1.086 -1.579 0.402
C -0.974 -1.856 2.117
C -0.774 -3.120 2.685
C -0.715 -3.272 4.061
C -0.848 -2.175 4.901
C -1.036 -0.915 4.345
C -1.096 -0.752 2.973
H -0.672 -3.973 2.026
H -0.566 -4.259 4.484
H -0.806 -2.296 5.976
H -1.138 -0.049 4.989
H -1.241 0.227 2.532
```

As for the total charge: -1. As for the largest force on an atom: 1.12 eV Å⁻¹. Its multiplicity is 2. The value obtained for the frontier orbital gap (spin up / spin down) is 7.43 / 5.26 eV.

---

The following is a DFT calculation (ωB97M-V/def2-TZVPD) of a cluster of 9 separate species, C44H71ClF5NO16PS in total in a non-equilibrium geometry.

The geometry in XYZ format:
```
140
Properties=species:S:1:pos:R:3
C 1.932 -1.361 2.265
C 0.907 -1.328 1.090
C 0.602 0.156 0.786
C -0.810 0.275 0.140
C -1.946 0.159 1.173
P -2.863 1.741 1.788
S -1.903 1.428 3.842
C -1.426 2.932 1.370
C -1.435 3.541 -0.030
N -0.397 3.780 -0.709
C -4.255 0.567 2.424
C -5.246 0.150 1.327
C -5.405 -1.372 1.262
Cl -7.135 -1.812 0.874
C -3.972 3.248 2.364
F -5.318 3.006 2.194
F -3.830 4.357 1.558
C -3.923 3.859 3.804
F -4.425 3.104 4.750
F -4.827 4.916 3.770
F -2.805 4.454 4.146
H 1.427 -1.275 3.231
H 2.609 -0.508 2.135
H 2.514 -2.291 2.273
H 0.015 -1.831 1.464
H 1.345 -1.840 0.234
H 1.373 0.545 0.119
H 0.606 0.640 1.763
H -0.836 -0.639 -0.475
H -0.874 1.076 -0.597
H -1.532 -0.363 2.033
H -2.655 -0.574 0.767
H -3.463 1.881 0.502
H -0.744 2.116 3.864
H -1.476 3.820 2.015
H -0.441 2.532 1.608
H -2.390 3.837 -0.443
H 0.423 3.487 -0.169
H -3.736 -0.346 2.731
H -4.726 0.891 3.354
H -4.985 0.528 0.337
H -6.223 0.569 1.572
H -5.188 -1.824 2.222
H -4.812 -1.816 0.471
O 4.148 0.473 2.661
C 4.456 1.514 2.155
O 4.000 1.903 0.945
C 4.626 3.138 0.552
C 5.097 3.774 1.850
C 5.414 2.552 2.708
H 5.450 2.903 -0.122
H 3.908 3.755 0.023
H 5.937 4.454 1.716
H 4.279 4.337 2.304
H 6.436 2.199 2.556
H 5.227 2.728 3.764
O 8.414 -0.186 2.089
C 7.732 -1.123 2.400
O 6.700 -1.565 1.656
C 6.010 -2.629 2.348
C 7.027 -3.187 3.328
C 7.851 -1.948 3.667
H 5.137 -2.206 2.849
H 5.676 -3.374 1.629
H 6.571 -3.667 4.192
H 7.659 -3.924 2.828
H 7.419 -1.384 4.494
H 8.890 -2.189 3.875
O 2.689 -4.311 2.450
C 2.676 -4.881 1.400
O 2.634 -4.242 0.205
C 2.521 -5.197 -0.862
C 3.050 -6.498 -0.282
C 2.661 -6.382 1.184
H 1.471 -5.268 -1.158
H 3.102 -4.856 -1.716
H 2.649 -7.384 -0.774
H 4.133 -6.525 -0.367
H 1.654 -6.758 1.373
H 3.378 -6.875 1.835
O 4.373 3.497 -2.269
C 3.881 2.548 -2.808
O 2.549 2.426 -3.005
C 2.249 1.136 -3.563
C 3.544 0.674 -4.214
C 4.597 1.312 -3.312
H 1.928 0.476 -2.755
H 1.435 1.234 -4.278
H 3.624 -0.409 -4.293
H 3.623 1.091 -5.221
H 4.843 0.676 -2.460
H 5.499 1.581 -3.855
O -3.469 1.962 -1.708
C -4.288 2.722 -2.136
O -4.436 3.988 -1.669
C -5.566 4.612 -2.298
C -5.773 3.843 -3.595
C -5.320 2.442 -3.208
H -6.424 4.538 -1.626
H -5.344 5.664 -2.470
H -6.797 3.891 -3.965
H -5.121 4.241 -4.361
H -6.133 1.855 -2.775
H -4.871 1.915 -4.042
O -8.492 2.736 -1.852
C -9.320 1.921 -1.572
O -10.307 1.544 -2.431
C -11.205 0.635 -1.775
C -10.405 0.041 -0.626
C -9.479 1.192 -0.252
H -12.076 1.197 -1.429
H -11.534 -0.120 -2.487
H -11.029 -0.310 0.195
H -9.813 -0.803 -0.982
H -9.938 1.869 0.471
H -8.519 0.839 0.115
O -3.817 3.215 -5.721
C -2.810 3.764 -5.362
O -2.393 3.730 -4.086
C -1.228 4.559 -3.912
C -0.628 4.677 -5.306
C -1.868 4.608 -6.198
H -1.547 5.524 -3.511
H -0.558 4.092 -3.195
H -0.033 5.578 -5.442
H 0.014 3.817 -5.506
H -2.317 5.591 -6.352
H -1.665 4.132 -7.154
O 5.963 -6.123 1.073
C 6.164 -7.295 1.208
O 6.072 -8.197 0.202
C 6.264 -9.526 0.719
C 7.028 -9.341 2.022
C 6.506 -7.993 2.508
H 5.284 -9.982 0.873
H 6.817 -10.117 -0.008
H 6.877 -10.156 2.727
H 8.097 -9.268 1.817
H 5.596 -8.096 3.102
H 7.257 -7.436 3.061
```

As for the total charge: -1. As for the largest force on an atom: 2.96 eV Å⁻¹. The value obtained for the frontier orbital gap is 5.91 eV.

---

The following is a DFT calculation (ωB97M-V/def2-TZVPD) of an isolated molecule of C10H13NOS in a non-equilibrium geometry.

The geometry in XYZ format:
```
26
Properties=species:S:1:pos:R:3
C 2.496 2.165 -0.114
C 3.664 1.255 -0.078
C 1.292 1.711 0.337
C 3.465 -0.051 0.015
C 1.134 0.346 0.602
C 2.170 -0.545 0.325
C -0.106 -0.298 0.941
C -1.173 -0.363 -1.352
C -2.494 -0.757 0.846
C -1.354 0.019 0.253
N 0.222 -2.060 0.795
O 2.006 -2.616 -1.089
S 1.852 -2.296 0.305
H 2.545 3.157 -0.500
H 4.650 1.572 -0.410
H 0.424 2.311 0.251
H 4.280 -0.786 0.001
H -0.105 -0.504 2.039
H -1.577 -1.385 -1.674
H -0.057 -0.401 -1.755
H -1.704 0.397 -1.876
H -2.716 -0.328 1.848
H -2.223 -1.769 0.812
H -3.441 -0.466 0.419
H -1.631 1.080 0.278
H -0.390 -2.480 0.094
```

As for the largest force on an atom: 4.87 eV Å⁻¹. The value obtained for the frontier orbital gap is 9.59 eV.